1.
Density functional theory data (ωB97M-V/def2-TZVPD) for C23H53O2P3Pd as an isolated structure in a non-equilibrium geometry.

Results
energy	-2208.78389	Ha
HOMO energy (alpha / beta)	-21.07 / -21.98	eV
gap between HOMO and LUMO (alpha / beta)	8.31 / 4.76	eV

Geometry as ORCA input:
```
! RIJCOSX wB97M-V def2-TZVPD def2/J DEFGRID3
* xyz 4 5
Pd 0.662 -0.701 -0.675
C 1.853 -0.288 -2.131
O 2.633 -0.305 -2.992
C 0.662 -2.478 -0.045
O 0.689 -3.591 0.267
P 2.247 -0.121 1.155
C 1.867 -0.265 2.984
H 2.825 -0.004 3.460
C 3.841 -1.059 1.024
H 3.475 -2.056 0.726
C 2.653 1.696 1.115
H 1.695 2.154 1.412
C -1.868 0.580 -2.986
P -1.549 -0.865 -1.851
H -3.841 -1.534 -1.872
H -2.071 1.389 -2.265
C -1.608 -2.324 -3.011
H -2.327 -2.012 -3.786
C 4.748 -0.524 -0.080
H 5.207 0.438 0.182
H 4.233 -0.411 -1.039
H 5.573 -1.238 -0.218
C 4.625 -1.211 2.327
H 5.509 -1.826 2.123
H 4.057 -1.717 3.111
H 4.960 -0.237 2.702
C 3.719 2.159 2.113
H 3.479 1.892 3.146
H 3.761 3.258 2.067
H 4.721 1.785 1.864
C 2.970 2.226 -0.283
H 2.760 3.307 -0.304
H 2.356 1.756 -1.062
H 4.027 2.083 -0.541
C 0.845 0.767 3.441
H 1.302 1.742 3.651
H 0.353 0.428 4.364
H 0.072 0.919 2.681
C 1.516 -1.683 3.458
H 0.454 -1.915 3.321
H 1.722 -1.751 4.540
H 2.097 -2.466 2.955
C -3.065 0.447 -3.934
H -3.951 0.002 -3.482
H -2.802 -0.128 -4.831
H -3.341 1.456 -4.269
C -0.651 0.994 -3.805
H -0.444 0.274 -4.608
C -3.316 -1.833 0.191
H 0.250 1.108 -3.192
H -0.866 1.964 -4.281
C -4.001 0.309 -0.821
H -3.197 -1.189 1.073
H -4.307 -2.311 0.276
H -2.562 -2.626 0.248
C -3.277 -0.998 -1.095
H -4.923 0.089 -0.264
H -4.257 0.877 -1.718
H -3.359 0.969 -0.166
C -2.118 -3.610 -2.356
H -1.441 -3.947 -1.558
H -2.157 -4.392 -3.127
H -3.126 -3.513 -1.942
C -0.254 -2.605 -3.657
H 0.155 -1.748 -4.199
H -0.375 -3.436 -4.368
H 0.475 -2.908 -2.895
H -1.291 -1.838 1.891
H -0.825 -1.251 2.007
C -2.408 1.376 2.572
P -2.565 2.285 1.000
C -0.837 2.453 0.484
C -3.251 3.918 1.451
H -3.420 1.102 2.898
H -1.827 0.447 2.451
H -1.946 2.069 3.290
H -0.799 2.983 -0.472
H -0.224 2.979 1.227
H -0.368 1.460 0.306
H -4.350 3.869 1.457
H -2.911 4.214 2.455
H -2.974 4.686 0.714
*
```

Atomic partial charges in e from the Mulliken method, atoms 1 to 4: number 1, Pd, carries -0.1076; number 2, C, carries 0.0783; number 3, O, carries -0.1290; number 4, C, carries 0.0710

2.
Density functional theory data (ωB97M-V/def2-TZVPD) for a 2-piece molecular cluster, C5H10O overall.

Results
SMILES string	C=CCC.C=O
energy	-271.68987	Ha
energy above the lowest of the compared OMol25 structures with the same formula, charge and spin	39.4	kcal/mol
HOMO energy	-9.83	eV
gap between HOMO and LUMO	10.73	eV

Geometry as ORCA input:
```
! RIJCOSX wB97M-V def2-TZVPD def2/J DEFGRID3
* xyz 0 1
C 0.679 -1.591 0.792
C 0.612 -0.876 -0.328
C -0.632 -0.652 -1.143
C -0.889 0.823 -1.467
H 1.612 -1.719 1.334
H -0.203 -2.071 1.215
H 1.524 -0.415 -0.715
H -1.494 -1.078 -0.615
H -0.535 -1.209 -2.085
H -1.657 0.926 -2.241
H -1.231 1.377 -0.585
H 0.021 1.311 -1.837
C 0.547 1.291 1.916
O 1.399 1.112 2.747
H -0.512 1.003 2.075
H 0.760 1.768 0.937
*
```

Atomic partial charges in e from the Mulliken method, atoms 1 to 4: number 1, C, carries -0.8020; number 2, C, carries -0.1821; number 3, C, carries -0.2061; number 4, C, carries -1.1036

3.
Density functional theory data (ωB97M-V/def2-TZVPD) for C19H22BrF6GdN7O5S3 as an isolated structure in a non-equilibrium geometry.

Results
energy	-6630.03678	Ha
energy above the lowest of the compared OMol25 structures with the same formula, charge and spin	30.5	kcal/mol
HOMO energy (alpha / beta)	-10.29 / -10.32	eV
gap between HOMO and LUMO (alpha / beta)	5.81 / 7.04	eV

Geometry as ORCA input:
```
! RIJCOSX wB97M-V def2-TZVPD def2/J DEFGRID3
* xyz 1 8
Gd 0.479 -0.615 -0.242
N -0.459 -2.483 3.793
C -0.223 -1.482 2.928
S -1.491 -0.990 1.887
N 0.956 -0.854 2.996
N 1.203 -0.004 2.007
C 2.114 0.962 2.264
C 2.403 1.914 1.266
C 3.240 3.008 1.576
C 3.474 3.971 0.628
C 2.894 3.817 -0.635
C 2.118 2.699 -0.885
N 1.847 1.758 0.019
H -1.412 -2.769 3.927
H 0.210 -2.663 4.527
H 2.604 1.027 3.231
H 3.681 3.068 2.562
H 4.098 4.826 0.853
H 3.060 4.546 -1.416
H 1.696 2.557 -1.873
F 2.925 -2.062 -4.511
C 1.846 -2.601 -3.985
F 1.825 -3.903 -4.192
F 0.759 -2.039 -4.499
S 1.755 -2.283 -2.163
O 1.930 -0.850 -1.945
O 0.430 -2.697 -1.778
N 2.904 -3.153 -1.553
S 2.986 -2.940 0.013
O 1.757 -2.280 0.471
O 3.471 -4.032 0.763
C 4.247 -1.554 0.138
F 5.054 -1.569 -0.908
F 4.954 -1.620 1.248
F 3.560 -0.393 0.132
C -1.956 4.455 2.203
C -1.678 3.694 0.940
C -1.838 4.254 -0.323
C -1.554 3.505 -1.456
C -1.098 2.221 -1.260
Br -0.564 1.122 -2.748
N -0.932 1.654 -0.078
C -1.236 2.377 0.998
H -2.565 5.335 2.009
H -1.022 4.785 2.662
H -2.467 3.821 2.926
H -2.179 5.276 -0.432
H -1.671 3.902 -2.454
H -1.117 1.871 1.950
C -2.154 -3.804 -0.237
N -3.137 -2.796 -0.618
C -4.535 -3.168 -0.432
C -2.794 -1.589 -1.067
C -3.895 -0.690 -1.555
O -1.619 -1.158 -1.113
H -2.429 -4.754 -0.696
H -2.122 -3.920 0.846
H -1.176 -3.521 -0.595
H -4.571 -4.133 0.065
H -5.058 -3.261 -1.385
H -5.056 -2.442 0.191
H -4.675 -1.231 -2.084
H -3.460 0.062 -2.209
H -4.339 -0.181 -0.696
*
```

Atomic partial charges in e from the Mulliken method, atoms 1 to 4: number 1, Gd, carries 0.3657; number 2, N, carries -0.3966; number 3, C, carries 0.5703; number 4, S, carries -0.4323

4.
Density functional theory data (ωB97M-V/def2-TZVPD) for a 2-piece molecular cluster, C2H2N2O2 overall in a non-equilibrium geometry.

Results
energy	-337.31620	Ha
energy above the lowest of the compared OMol25 structures with the same formula, charge and spin	67.9	kcal/mol
HOMO energy	-8.90	eV
gap between HOMO and LUMO	9.34	eV

Geometry as ORCA input:
```
! RIJCOSX wB97M-V def2-TZVPD def2/J DEFGRID3
* xyz 0 1
C 0.538 1.245 -0.210
C -2.836 -0.257 1.064
N 0.184 -0.972 -1.035
N 0.581 0.090 -0.435
O -2.681 -1.328 1.464
O -2.941 0.817 0.647
H 0.141 1.970 0.480
H 0.563 -1.727 -0.575
*
```

Atomic partial charges in e from the Mulliken method, atoms 1 to 4: number 1, C, carries -0.1572; number 2, C, carries 0.7274; number 3, N, carries -0.6912; number 4, N, carries 0.3624

5.
Density functional theory data (ωB97M-V/def2-TZVPD) for a 2-piece molecular cluster, C5H12O overall.

Results
SMILES string	C=C[C@@H](C)O.C
energy	-272.90537	Ha
energy above the lowest of the compared OMol25 structures with the same formula, charge and spin	27.2	kcal/mol
HOMO energy	-9.58	eV
gap between HOMO and LUMO	10.46	eV

Geometry as ORCA input:
```
! RIJCOSX wB97M-V def2-TZVPD def2/J DEFGRID3
* xyz 0 1
C -1.288 0.519 1.418
C -0.263 -0.234 1.038
C -0.072 -0.773 -0.354
C -0.467 -2.247 -0.351
O -0.878 -0.032 -1.254
H -2.030 0.850 0.697
H -1.396 0.848 2.447
H 0.501 -0.536 1.755
H 0.991 -0.667 -0.631
H -0.316 -2.719 -1.329
H -1.524 -2.314 -0.079
H 0.118 -2.799 0.392
H -0.819 -0.458 -2.118
C 1.510 2.127 -0.338
H 2.294 1.442 -0.002
H 1.580 2.277 -1.417
H 1.607 3.081 0.185
H 0.539 1.692 -0.115
*
```

Atomic partial charges in e from the Mulliken method, atoms 1 to 4: number 1, C, carries -0.5795; number 2, C, carries -0.4493; number 3, C, carries 0.4211; number 4, C, carries -1.3535

6.
Density functional theory data (ωB97M-V/def2-TZVPD) for C25H9Cl76F3O4S as an isolated structure in a non-equilibrium geometry.

Results
energy	-36931.03315	Ha
energy above the lowest of the compared OMol25 structures with the same formula, charge and spin	39.6	kcal/mol
HOMO energy	-10.86	eV
gap between HOMO and LUMO	10.69	eV

Geometry as ORCA input:
```
! RIJCOSX wB97M-V def2-TZVPD def2/J DEFGRID3
* xyz 0 1
C 4.250 -1.907 2.458
C 4.984 -1.442 1.122
O 4.622 -0.162 0.544
S 4.603 -0.409 -1.125
O 3.177 -0.284 -1.578
O 5.433 0.563 -1.885
O 5.322 -1.913 -1.240
C 4.866 -2.566 -0.025
C 5.549 -3.913 0.460
C 6.560 -4.563 -0.577
C 6.335 -6.102 -0.856
F 6.572 -6.301 -2.233
F 7.284 -6.903 -0.197
F 5.049 -6.560 -0.630
H 5.020 -2.473 3.077
H 3.818 -1.049 3.054
H 3.430 -2.622 2.150
H 6.082 -1.417 1.404
H 3.751 -2.716 -0.186
H 4.724 -4.597 0.816
H 6.153 -3.650 1.391
H 6.607 -4.048 -1.583
H 7.609 -4.470 -0.137
C 6.093 0.177 5.856
Cl 7.576 -0.798 5.823
Cl 4.855 -0.669 6.806
Cl 6.438 1.754 6.592
Cl 5.499 0.419 4.199
C 1.592 -4.157 4.825
Cl 1.977 -4.706 3.181
Cl 2.685 -2.830 5.266
Cl -0.088 -3.589 4.887
Cl 1.805 -5.503 5.962
C 2.668 3.270 -3.148
Cl 1.122 2.603 -2.588
Cl 3.462 2.113 -4.233
Cl 2.365 4.788 -4.018
Cl 3.714 3.587 -1.750
C 0.903 -4.443 -0.783
Cl 2.400 -5.401 -0.766
Cl -0.361 -5.303 0.121
Cl 1.205 -2.865 -0.027
Cl 0.370 -4.204 -2.456
C 10.020 -7.398 -2.409
Cl 9.395 -5.936 -1.614
Cl 11.172 -6.934 -3.677
Cl 10.842 -8.414 -1.207
Cl 8.680 -8.306 -3.132
C -2.495 -1.227 -0.794
Cl -1.124 -0.134 -1.060
Cl -4.009 -0.314 -0.972
Cl -2.448 -2.542 -1.985
Cl -2.404 -1.908 0.843
C 6.541 -6.401 3.807
Cl 7.849 -6.915 4.891
Cl 5.048 -7.263 4.231
Cl 6.282 -4.653 3.989
Cl 6.982 -6.772 2.126
C 1.058 8.794 -4.551
Cl 2.557 9.424 -3.842
Cl -0.080 8.364 -3.259
Cl 0.333 10.036 -5.591
Cl 1.418 7.349 -5.515
C -4.432 8.801 -2.617
Cl -3.151 8.429 -1.448
Cl -5.864 7.813 -2.259
Cl -4.857 10.521 -2.505
Cl -3.855 8.437 -4.255
C -7.860 1.886 -0.394
Cl -6.366 0.925 -0.397
Cl -9.111 1.029 0.527
Cl -7.545 3.463 0.359
Cl -8.413 2.127 -2.063
C -11.091 -1.520 2.929
Cl -10.503 -2.626 1.671
Cl -11.749 -2.458 4.285
Cl -9.747 -0.513 3.504
Cl -12.362 -0.480 2.255
C 6.549 10.571 -3.335
Cl 6.626 10.237 -1.593
Cl 8.106 11.225 -3.882
Cl 6.198 9.068 -4.210
Cl 5.265 11.755 -3.654
C -14.445 -4.678 1.906
Cl -15.160 -3.232 2.644
Cl -13.271 -4.191 0.669
Cl -13.624 -5.637 3.155
Cl -15.725 -5.654 1.158
C 1.484 -7.781 -4.154
Cl 3.000 -7.205 -3.433
Cl 0.317 -8.139 -2.865
Cl 0.821 -6.527 -5.221
Cl 1.798 -9.253 -5.095
C 4.336 12.742 -7.436
Cl 5.863 11.837 -7.434
Cl 3.106 11.827 -6.543
Cl 4.582 14.318 -6.656
Cl 3.795 12.987 -9.108
C -2.853 -3.942 7.893
Cl -1.363 -4.908 7.899
Cl -4.113 -4.794 8.807
Cl -2.538 -2.366 8.647
Cl -3.398 -3.698 6.220
C -4.053 5.933 1.581
Cl -3.640 5.429 -0.069
Cl -3.030 7.305 2.055
Cl -5.759 6.419 1.641
Cl -3.783 4.580 2.698
C -4.209 5.902 -7.494
Cl -2.716 6.532 -6.770
Cl -5.354 5.473 -6.208
Cl -4.930 7.144 -8.538
Cl -3.836 4.461 -8.460
C -14.167 -2.633 7.468
Cl -15.235 -3.324 8.706
Cl -14.757 -1.023 7.010
Cl -12.520 -2.497 8.116
Cl -14.156 -3.686 6.040
*
```

Atomic partial charges in e from the Mulliken method, atoms 1 to 4: number 1, C, carries -0.5804; number 2, C, carries 0.1075; number 3, O, carries -0.3493; number 4, S, carries 1.0943

7.
Density functional theory data (ωB97M-V/def2-TZVPD) for a 2-piece molecular cluster, C4H12 overall in a non-equilibrium geometry.

Results
SMILES string	CC.CC
energy	-159.52259	Ha
energy above the lowest of the compared OMol25 structures with the same formula, charge and spin	39.1	kcal/mol
HOMO energy	-11.13	eV
gap between HOMO and LUMO	12.25	eV

Geometry as ORCA input:
```
! RIJCOSX wB97M-V def2-TZVPD def2/J DEFGRID3
* xyz 0 1
C 0.837 -2.244 -0.862
C 0.520 -1.292 -1.936
H 0.004 -2.883 -0.564
H 1.701 -2.828 -0.968
H 1.043 -1.712 0.234
H -0.109 -0.467 -1.695
H -0.039 -1.819 -2.770
H 1.450 -0.710 -2.218
C -0.148 1.184 1.516
C -1.133 2.379 1.198
H 0.462 0.705 0.612
H 0.562 1.480 2.247
H -0.951 0.389 1.613
H -0.708 3.247 1.295
H -1.801 2.239 1.993
H -1.689 2.333 0.306
*
```

Atomic partial charges in e from the Mulliken method, atoms 1 to 4: number 1, C, carries -0.7608; number 2, C, carries -0.7400; number 3, H, carries 0.2757; number 4, H, carries 0.3289

8.
Density functional theory data (ωB97M-V/def2-TZVPD) for a 2-piece molecular cluster, C3H5NS3 overall in a non-equilibrium geometry.

Results
energy	-1366.51522	Ha
energy above the lowest of the compared OMol25 structures with the same formula, charge and spin	61.9	kcal/mol
HOMO energy	-8.70	eV
gap between HOMO and LUMO	8.44	eV

Geometry as ORCA input:
```
! RIJCOSX wB97M-V def2-TZVPD def2/J DEFGRID3
* xyz 0 1
C -2.263 2.057 0.036
C -0.356 -0.440 0.541
C 2.445 -0.636 -0.614
N -2.098 1.727 1.183
S -2.386 2.739 -1.380
S -0.916 -2.038 0.129
S 1.083 0.190 0.441
H 3.416 -0.160 -0.531
H 2.206 -0.826 -1.601
H 2.579 -1.619 -0.204
H -2.294 -1.995 0.386
H -1.416 1.001 1.613
*
```

Atomic partial charges in e from the Mulliken method, atoms 1 to 4: number 1, C, carries 0.4536; number 2, C, carries -0.2074; number 3, C, carries -1.0109; number 4, N, carries -0.4488